(1)
ORCA calculation (ωB97M-V/def2-TZVPD) on C46H54ClN4O4Ru as an isolated structure.

Summary:
- HOMO energy (alpha / beta): -6.8 / -7.6 eV
- Expectation value of S²: 8.81

Geometry as ORCA input:
```
! RIJCOSX wB97M-V def2-TZVPD def2/J DEFGRID3
* xyz 0 6
Ru 1.225 -0.853 -0.991
C -4.028 0.340 4.708
C -4.181 0.053 3.207
C -5.289 -0.992 2.991
C -4.604 1.345 2.504
C -2.869 -0.495 2.664
C -2.123 0.180 1.715
C -0.941 -0.373 1.214
N -0.135 0.215 0.295
C -0.375 1.451 -0.243
C -0.695 2.605 0.464
C -0.905 3.789 -0.219
C -0.841 3.786 -1.631
C -0.524 2.682 -2.386
C -0.239 1.476 -1.680
O 0.116 0.376 -2.240
C -0.432 2.724 -3.908
C -0.789 4.105 -4.460
C -1.414 1.701 -4.506
C 1.003 2.391 -4.353
C -1.187 5.101 0.499
C -1.154 4.945 2.022
C -0.115 6.128 0.100
C -2.574 5.622 0.093
C -0.571 -1.733 1.581
O 0.323 -2.306 0.911
C -1.283 -2.367 2.668
C -2.392 -1.732 3.159
C -0.822 -3.726 3.183
C 0.666 -3.664 3.574
C -1.616 -4.153 4.420
C -1.036 -4.785 2.087
H -4.964 0.732 5.110
H -3.242 1.078 4.877
H -3.769 -0.563 5.261
H -6.249 -0.591 3.320
H -5.096 -1.907 3.549
H -5.368 -1.250 1.933
H -5.569 1.669 2.895
H -4.709 1.193 1.429
H -3.887 2.149 2.678
H -2.442 1.142 1.340
H -0.737 2.549 1.541
H -1.036 4.715 -2.146
H -1.807 4.394 -4.190
H -0.726 4.078 -5.548
H -0.096 4.870 -4.104
H -2.435 1.924 -4.189
H -1.159 0.691 -4.194
H -1.377 1.741 -5.596
H 1.712 3.109 -3.936
H 1.070 2.431 -5.442
H 1.292 1.394 -4.028
H -0.183 4.577 2.357
H -1.931 4.262 2.368
H -1.326 5.915 2.489
H 0.882 5.750 0.333
H -0.270 7.057 0.652
H -0.151 6.359 -0.965
H -3.348 4.906 0.374
H -2.639 5.789 -0.983
H -2.778 6.567 0.597
H -2.942 -2.202 3.962
H 0.825 -2.910 4.347
H 1.282 -3.414 2.714
H 0.984 -4.633 3.966
H -1.539 -3.411 5.217
H -1.209 -5.093 4.795
H -2.669 -4.317 4.185
H -0.468 -4.531 1.195
H -2.094 -4.850 1.823
H -0.710 -5.763 2.446
Cl 0.859 -6.074 -3.680
C 0.021 -4.670 -3.139
C -1.212 -4.337 -3.668
C -1.840 -3.194 -3.198
C -1.204 -2.431 -2.236
N -0.004 -2.750 -1.753
C 0.602 -3.847 -2.188
H -1.666 -4.956 -4.429
H -2.814 -2.905 -3.567
H -1.667 -1.541 -1.826
H 1.565 -4.081 -1.751
C 3.663 -2.016 -5.936
N 3.679 -1.346 -4.647
C 4.719 -0.557 -4.262
C 4.688 0.155 -3.123
C 3.505 0.062 -2.297
O 3.257 0.801 -1.341
N 2.592 -0.917 -2.610
C 2.568 -1.544 -3.814
O 1.652 -2.246 -4.217
H 4.630 -1.884 -6.415
H 2.879 -1.599 -6.570
H 3.452 -3.076 -5.804
H 5.563 -0.527 -4.937
H 5.501 0.796 -2.822
C 2.567 -1.312 0.368
C 3.364 -1.292 1.291
C 4.331 -1.227 2.333
C 5.193 -0.124 2.391
C 6.127 -0.021 3.406
C 6.222 -1.014 4.373
C 5.378 -2.114 4.317
C 4.437 -2.224 3.308
H 5.105 0.638 1.628
H 6.789 0.835 3.441
H 6.950 -0.928 5.170
H 5.455 -2.894 5.064
H 3.772 -3.077 3.264
*
```

Atomic partial charges in e from the Mulliken method, atoms 1 to 99:
1. Ru 0.764
2. C -1.655
3. C 1.973
4. C -1.692
5. C -2.066
6. C -0.914
7. C -0.218
8. C -0.786
9. N 0.296
10. C -1.358
11. C 0.136
12. C -0.447
13. C -0.042
14. C -0.524
15. C 1.243
16. O -0.665
17. C 2.387
18. C -2.361
19. C -1.520
20. C -1.369
21. C 1.754
22. C -1.878
23. C -1.661
24. C -1.584
25. C 1.119
26. O -0.707
27. C -0.799
28. C 0.071
29. C 2.510
30. C -1.790
31. C -2.341
32. C -1.680
33. H 0.471
34. H 0.326
35. H 0.319
36. H 0.469
37. H 0.333
38. H 0.362
39. H 0.483
40. H 0.404
41. H 0.278
42. H 0.899
43. H 1.096
44. H 0.573
45. H 0.419
46. H 0.447
47. H 0.400
48. H 0.331
49. H 0.150
50. H 0.472
51. H 0.310
52. H 0.507
53. H 0.059
54. H 0.404
55. H 0.181
56. H 0.454
57. H 0.377
58. H 0.468
59. H 0.309
60. H 0.306
61. H 0.301
62. H 0.483
63. H 0.465
64. H 0.411
65. H 0.285
66. H 0.503
67. H 0.423
68. H 0.447
69. H 0.407
70. H 0.271
71. H 0.371
72. H 0.448
73. Cl -0.239
74. C 0.014
75. C -0.281
76. C -1.030
77. C -0.369
78. N 0.761
79. C -0.802
80. H 0.455
81. H 0.438
82. H 0.416
83. H 0.577
84. C -0.960
85. N 0.202
86. C 0.021
87. C -1.154
88. C 0.523
89. O -0.523
90. N 0.498
91. C 0.006
92. O -0.658
93. H 0.311
94. H 0.290
95. H 0.301
96. H 0.320
97. H 0.491
98. C -0.767
99. C 0.436

***

(2)
ORCA calculation (ωB97M-V/def2-TZVPD) on C46H56AsCdI2N5OPSTe as an isolated structure in a non-equilibrium geometry.

Summary:
- HOMO energy (alpha / beta): -9.6 / -7.9 eV

Geometry as ORCA input:
```
! RIJCOSX wB97M-V def2-TZVPD def2/J DEFGRID3
* xyz 1 1
Cd -0.266 0.168 0.506
N -0.705 -4.181 -1.137
C -0.679 -3.615 -2.384
C -0.890 -4.130 -3.654
C -0.742 -3.264 -4.717
C -0.357 -1.935 -4.521
C -0.152 -1.419 -3.260
C -0.343 -2.260 -2.168
N -0.208 -2.039 -0.821
C -0.403 -3.203 -0.234
C -0.194 -3.487 1.165
C -0.339 -4.724 1.752
S 0.184 -4.690 3.376
C 0.567 -3.019 3.163
N 0.313 -2.532 1.999
H -0.885 -5.149 -0.930
H -1.163 -5.163 -3.799
H -0.905 -3.620 -5.723
H -0.223 -1.302 -5.384
H 0.219 -0.414 -3.129
H -0.718 -5.627 1.319
H 0.975 -2.451 3.975
I -3.516 3.187 -2.206
C -1.512 4.549 0.907
I -0.137 2.998 0.623
H -2.103 4.374 1.798
H -2.139 4.726 0.040
C -3.871 3.653 4.730
C -4.298 2.797 3.725
C -3.500 1.739 3.331
C -2.266 1.522 3.941
C -1.820 2.417 4.910
C -2.629 3.464 5.312
P -1.185 0.187 3.312
C 0.026 -0.001 4.665
C -0.345 -0.096 6.007
C 0.618 -0.306 6.977
C 1.954 -0.417 6.623
C 2.329 -0.297 5.294
C 1.370 -0.089 4.316
C -2.228 -1.313 3.479
C -3.090 -1.598 2.421
C -3.853 -2.751 2.417
C -3.752 -3.649 3.468
C -2.888 -3.383 4.516
C -2.126 -2.228 4.522
H -4.502 4.468 5.050
H -5.251 2.961 3.243
H -3.843 1.078 2.548
H -0.848 2.297 5.362
H -2.282 4.141 6.077
H -1.382 0.016 6.296
H 0.324 -0.399 8.011
H 2.699 -0.584 7.385
H 3.367 -0.387 5.012
H 1.659 0.016 3.270
H -3.159 -0.910 1.582
H -4.519 -2.955 1.590
H -4.343 -4.552 3.467
H -2.796 -4.084 5.332
H -1.449 -2.053 5.344
C 4.523 1.449 2.874
As 3.088 2.083 1.662
C 2.908 3.825 2.555
C 4.308 2.742 0.257
H 5.425 2.046 2.767
H 4.777 0.406 2.692
H 4.175 1.540 3.900
H 3.891 4.187 2.855
H 2.283 3.736 3.442
H 2.448 4.549 1.887
H 5.046 3.415 0.692
H 3.761 3.285 -0.509
H 4.838 1.915 -0.216
C 2.339 2.024 -2.951
N 3.280 0.978 -2.587
C 4.541 0.992 -3.298
C 2.901 0.226 -1.517
O 1.815 0.522 -0.976
N 3.596 -0.855 -1.067
C 4.923 -1.336 -1.383
C 3.086 -1.551 0.100
H 2.612 2.443 -3.914
H 2.308 2.819 -2.201
H 1.338 1.596 -3.025
H 4.565 1.874 -3.936
H 4.646 0.120 -3.951
H 5.397 1.066 -2.624
H 5.317 -0.942 -2.306
H 4.884 -2.425 -1.475
H 5.614 -1.097 -0.566
H 2.062 -1.247 0.309
H 3.710 -1.340 0.976
H 3.106 -2.626 -0.091
C -2.842 -0.126 -8.428
C -2.586 0.241 -6.999
C -3.234 -0.413 -5.959
C -2.987 -0.089 -4.632
C -3.737 -0.793 -3.539
C -2.062 0.911 -4.334
Te -1.566 1.338 -2.281
C -1.441 1.614 -5.365
C -0.533 2.787 -5.143
C -1.707 1.264 -6.683
H -3.495 -0.991 -8.495
H -1.910 -0.352 -8.944
H -3.313 0.706 -8.949
H -3.943 -1.197 -6.187
H -4.444 -1.504 -3.957
H -4.301 -0.071 -2.943
H -3.059 -1.335 -2.873
H -0.243 2.891 -4.097
H -1.057 3.696 -5.437
H 0.363 2.700 -5.755
H -1.212 1.817 -7.471
*
```

Atomic partial charges in e from the Mulliken method, atoms 1 to 99:
1. Cd 2.163
2. N 0.053
3. C 0.860
4. C -1.411
5. C -0.626
6. C -1.528
7. C 0.904
8. C -0.905
9. N 1.249
10. C -0.281
11. C -0.557
12. C -0.668
13. S -0.135
14. C -0.402
15. N 0.527
16. H 0.238
17. H 0.446
18. H 0.461
19. H 0.565
20. H 0.298
21. H 0.418
22. H 0.356
23. I -0.301
24. C -0.746
25. I -0.035
26. H 0.156
27. H 0.257
28. C -0.564
29. C -0.721
30. C -0.633
31. C 0.876
32. C -0.568
33. C -0.719
34. P 0.781
35. C 0.660
36. C -0.092
37. C -0.845
38. C -0.903
39. C -0.625
40. C -0.931
41. C 0.820
42. C -0.633
43. C -0.954
44. C -0.612
45. C -0.819
46. C -0.490
47. H 0.396
48. H 0.440
49. H 0.279
50. H 0.384
51. H 0.423
52. H 0.647
53. H 0.449
54. H 0.439
55. H 0.545
56. H 0.346
57. H 0.417
58. H 0.473
59. H 0.433
60. H 0.471
61. H 0.445
62. C -1.339
63. As 0.520
64. C -1.242
65. C -1.303
66. H 0.483
67. H 0.291
68. H 0.371
69. H 0.412
70. H 0.295
71. H 0.446
72. H 0.531
73. H 0.291
74. H 0.288
75. C -0.160
76. N 0.314
77. C -1.316
78. C -0.381
79. O 0.051
80. N 0.444
81. C -1.042
82. C -1.088
83. H 0.476
84. H 0.162
85. H -0.565
86. H 0.369
87. H 0.378
88. H 0.422
89. H 0.379
90. H 0.308
91. H 0.312
92. H -0.026
93. H 0.349
94. H 0.503
95. C -1.650
96. C 0.850
97. C -0.852
98. C 0.321
99. C -1.620

***

Ordered relative energy (zero: lowest compared OMol25 entry of this formula, charge and spin) results: 42.3, 205.9; unit kJ/mol.